{
  "formula": "C17H5Cl61F3N3O3PS",
  "method": "the ωB97M-V functional and the def2-TZVPD basis",
  "e_tot_ha": -30151.21317,
  "total_charge": 1,
  "largest_force_ev_per_a": 2.6,
  "elements": ["N", "C", "N", "P", "O", "Cl", "N", "S", "O", "O", "C", "F", "F", "F", "H", "H", "H", "H", "H", "C", "Cl", "Cl", "Cl", "Cl", "C", "Cl", "Cl", "Cl", "Cl", "C", "Cl", "Cl", "Cl", "Cl", "C", "Cl", "Cl", "Cl", "Cl", "C", "Cl", "Cl", "Cl", "Cl", "C", "Cl", "Cl", "Cl", "Cl", "C", "Cl", "Cl", "Cl", "Cl", "C", "Cl", "Cl", "Cl", "Cl", "C", "Cl", "Cl", "Cl", "Cl", "C", "Cl", "Cl", "Cl", "Cl", "C", "Cl", "Cl", "Cl", "Cl", "C", "Cl", "Cl", "Cl", "Cl", "C", "Cl", "Cl", "Cl", "Cl", "C", "Cl", "Cl", "Cl", "Cl", "C", "Cl", "Cl", "Cl", "Cl"],
  "xyz": [[4.495075, 2.704769, 2.926288], [3.869856, 2.138428, 3.937051], [4.502572, 1.186264, 4.639778], [4.827303, -0.349197, 3.672325], [6.301592, -0.595336, 4.251459], [3.690675, -1.531781, 4.871379], [2.556034, 2.570394, 4.218394], [1.424818, 1.923091, 3.135353], [0.819939, 2.981991, 2.400603], [2.074792, 0.902836, 2.362454], [0.080129, 1.095262, 4.128072], [-0.645458, 1.965307, 4.780651], [-0.605578, 0.477647, 3.206953], [0.625903, 0.224557, 4.967512], [3.971520, 3.147328, 2.178185], [5.507013, 2.710832, 2.912749], [3.993384, 0.957161, 5.492227], [6.795063, -1.184139, 3.645776], [2.296487, 2.476837, 5.199718], [-3.529711, -1.541966, 0.680750], [-4.538960, -2.301015, 1.911037], [-4.517733, -0.551387, -0.386596], [-2.287608, -0.553501, 1.460409], [-2.700546, -2.793903, -0.251410], [1.167046, 6.963243, 2.570553], [1.884251, 5.570327, 3.418992], [2.352658, 8.263152, 2.473194], [0.720360, 6.422116, 0.956679], [-0.255607, 7.509647, 3.449281], [8.444817, -4.374591, 2.189480], [9.570534, -4.577296, 3.518851], [7.500433, -5.831983, 1.947084], [7.306324, -3.036060, 2.589546], [9.304798, -3.951411, 0.716817], [-1.524294, -5.600887, -2.934415], [-2.608500, -6.948721, -3.259017], [-1.197271, -5.514066, -1.193698], [-0.005024, -5.827721, -3.802996], [-2.275151, -4.086541, -3.462683], [2.518847, 6.725327, -2.730247], [1.749905, 8.309657, -2.813427], [1.298345, 5.502364, -2.345950], [3.249411, 6.326746, -4.279744], [3.760802, 6.740444, -1.466414], [1.861974, -3.558643, 1.550650], [1.731923, -3.528025, 3.315708], [2.455434, -5.137135, 1.039378], [0.281879, -3.254780, 0.828769], [3.002900, -2.300455, 1.033809], [-8.079175, 1.518596, 1.529314], [-9.080605, 1.257327, 0.102569], [-9.095235, 1.675882, 2.960612], [-6.973165, 0.155160, 1.724517], [-7.133631, 3.003552, 1.315632], [13.020615, -5.550041, 5.564749], [14.675681, -5.470409, 6.159423], [12.447366, -7.217984, 5.610381], [11.975072, -4.542986, 6.578669], [12.954579, -4.953727, 3.900968], [-2.613505, -5.055407, 3.918721], [-1.515345, -6.277937, 4.560603], [-1.822033, -3.470400, 3.978258], [-3.023243, -5.441183, 2.247725], [-4.086435, -5.005882, 4.889252], [1.544806, -2.469281, -6.709805], [0.326806, -3.235683, -5.685384], [1.041739, -0.823812, -7.110772], [3.085354, -2.416368, -5.841055], [1.739122, -3.403958, -8.193115], [-6.948580, -5.955793, -3.894180], [-6.592511, -7.686884, -3.845850], [-7.616608, -5.534887, -5.471723], [-8.117552, -5.559688, -2.631445], [-5.456238, -5.050420, -3.623008], [-8.460825, 4.388541, 6.257206], [-9.440330, 5.851284, 6.363919], [-9.485288, 2.971651, 6.519284], [-7.721284, 4.284699, 4.658880], [-7.197416, 4.433233, 7.493791], [-9.992777, 1.831614, -4.023409], [-8.481023, 1.049855, -3.543609], [-11.233081, 0.602157, -4.275263], [-10.514878, 2.941146, -2.750143], [-9.737976, 2.732240, -5.519393], [0.109263, 6.247073, -7.714717], [-1.254780, 5.123707, -7.790590], [0.443838, 6.639294, -6.024379], [1.538980, 5.489693, -8.422204], [-0.289262, 7.716026, -8.603981], [1.123661, 1.603582, -10.855176], [2.856934, 1.661436, -10.506688], [0.833548, 2.192357, -12.492749], [0.552767, -0.061990, -10.714449], [0.265004, 2.625620, -9.699815]],
  "forces_ev_per_a": [[-0.4173, -0.2293, 0.2151], [0.6401, 0.1109, -0.0225], [-0.9928, 0.2492, -0.0462], [0.4251, 0.2381, -0.0161], [-0.0731, -0.1064, -0.2686], [0.0962, 0.1630, 0.2334], [0.2154, -0.5758, 0.3159], [-0.6891, 0.4312, -2.5167], [-0.0952, -0.2239, 0.7877], [0.3844, -0.0054, 0.9956], [0.7786, -0.0014, 0.1705], [-0.1240, 0.2176, 0.1353], [-0.2587, -0.1269, 0.0797], [0.0298, -0.0225, 0.1468], [0.1514, 0.3679, 0.2349], [-0.1138, -0.3890, -0.3286], [0.2629, -0.0671, 0.0364], [0.1882, 0.2287, 0.3963], [-0.0478, 0.0393, -0.0917], [0.1270, -0.0973, -0.0781], [-0.1224, 0.1136, -0.0103], [0.1957, -0.0582, -0.0773], [-0.2993, 0.0351, -0.1255], [-0.2537, -0.0032, -0.1067], [-0.0070, -0.0452, -0.0761], [0.1660, 0.2297, 0.2536], [-0.0217, -0.0371, -0.0159], [-0.0287, 0.1111, -0.0807], [0.0311, -0.0199, 0.0002], [0.1193, -0.0087, 0.0366], [-0.0795, 0.0203, -0.0279], [-0.0132, -0.0119, 0.0078], [-0.1639, -0.1879, -0.1953], [-0.0025, 0.0090, 0.0134], [0.0188, -0.1225, 0.0039], [0.0916, -0.0254, 0.0040], [0.0062, -0.1094, -0.1034], [-0.0701, -0.1592, 0.1619], [0.0609, 0.0033, -0.0158], [-0.0205, -0.0165, -0.0059], [0.0128, -0.0102, -0.0053], [-0.0384, -0.0481, 0.0300], [0.2203, 0.0282, 0.0866], [-0.0173, -0.0033, 0.0031], [-0.0799, -0.0861, -0.0369], [-0.1962, -0.1823, -0.1669], [0.0108, 0.0202, -0.0138], [0.2365, 0.0958, 0.1941], [0.0027, 0.0167, 0.0060], [-0.0234, -0.0054, 0.0093], [0.0017, 0.0215, 0.0299], [-0.0587, -0.1229, -0.0759], [-0.1382, 0.0388, 0.1490], [0.0044, 0.0092, -0.0052], [-0.0034, -0.0178, -0.0036], [-0.0133, 0.0057, -0.0018], [-0.0034, 0.0010, 0.0009], [-0.0156, 0.0070, 0.0080], [0.1104, -0.0039, -0.0057], [-0.0320, 0.0221, -0.0038], [0.0113, -0.0004, -0.0016], [0.0081, 0.0132, 0.0074], [0.0787, -0.0998, -0.0157], [0.0082, 0.0021, -0.0041], [-0.0367, 0.0734, -0.0130], [0.0772, 0.1752, -0.1462], [0.0045, -0.0235, 0.0303], [0.0114, -0.0033, 0.0010], [0.0025, 0.0012, -0.0159], [-0.0195, 0.0057, 0.0079], [0.0020, -0.0055, 0.0015], [0.0039, -0.0020, 0.0037], [0.0032, -0.0023, 0.0006], [-0.1257, 0.0656, -0.0106], [-0.0041, 0.0056, 0.0077], [0.0019, -0.0026, -0.0008], [-0.0037, -0.0076, -0.0004], [0.0747, 0.1135, 0.0557], [-0.0027, -0.0025, -0.0040], [-0.0245, 0.0179, -0.0232], [0.0071, -0.0009, 0.0065], [0.0015, -0.0035, 0.0022], [0.0143, -0.0145, -0.0161], [-0.0006, -0.0018, 0.0017], [0.0163, -0.0103, 0.0185], [-0.0125, -0.0134, -0.0141], [-0.1673, 0.0660, -0.0828], [0.0340, 0.1208, 0.0316], [0.0138, -0.0138, 0.0209], [0.0033, -0.0393, -0.0200], [0.0024, -0.0056, 0.0104], [-0.0004, 0.0029, 0.0063], [0.0012, 0.0095, -0.0202], [-0.0580, -0.1241, -0.0429]],
  "lowdin_charge": [0.267, -0.499, -0.064, 0.578, -0.344, 0.314, -0.021, 0.703, -0.274, -0.274, -0.699, 0.207, 0.096, 0.151, 0.148, 0.155, 0.082, -0.061, 0.145, -2.004, 0.517, 0.542, 0.563, 0.463, -2.040, 0.512, 0.545, 0.522, 0.556, -2.026, 0.536, 0.565, 0.526, 0.561, -2.016, 0.538, 0.482, 0.523, 0.491, -2.060, 0.536, 0.499, 0.521, 0.504, -2.018, 0.473, 0.551, 0.489, 0.508, -2.038, 0.517, 0.514, 0.492, 0.511, -2.064, 0.541, 0.529, 0.508, 0.498, -2.049, 0.538, 0.477, 0.511, 0.540, -2.051, 0.486, 0.511, 0.517, 0.532, -2.056, 0.521, 0.532, 0.526, 0.479, -2.058, 0.533, 0.517, 0.490, 0.518, -2.063, 0.503, 0.528, 0.510, 0.528, -2.045, 0.515, 0.492, 0.509, 0.542, -2.055, 0.519, 0.535, 0.512, 0.484]
}